1.
Below is a molecular structure, C47H57BaBrClN6O2P3Te, with properties calculated with wB97M-V/def2-TZVPD.

Summary:
Energy above the lowest of the compared OMol25 structures with the same formula, charge and spin, eV: 2.546
HOMO energy, Eh: -0.2339
Molar mass, g/mol: 1211.22
Orbital gap, eV: 5.97
DFT total energy, Ha: -6655.95833

Geometry as ORCA input:
```
! wB97M-V def2-TZVPD RIJCOSX def2/J DEFGRID3
* xyz 0 1
Ba 0.28 -0.04 -0.05
Te -3.51 1.17 -3.01
C -4.59 -0.03 -4.42
C -4.88 -1.35 -4.16
C -5.56 -2.08 -5.12
N -5.95 -1.60 -6.30
C -5.66 -0.32 -6.53
C -4.99 0.50 -5.64
C -2.79 -0.46 -1.95
P -2.49 -0.29 -0.14
C -3.83 0.75 0.54
C -3.54 1.88 1.28
C -4.55 2.71 1.73
C -5.87 2.41 1.43
C -6.18 1.27 0.70
C -5.16 0.45 0.25
C -2.96 -1.93 0.56
C -3.38 -2.98 -0.23
C -3.70 -4.20 0.34
C -3.62 -4.37 1.72
C -3.19 -3.32 2.51
C -2.83 -2.11 1.94
P -1.09 -0.90 -2.30
C -0.12 0.75 -2.16
C 1.21 0.67 -2.57
C 2.08 1.76 -2.40
C 1.64 2.90 -1.76
C 0.36 2.93 -1.22
C -0.52 1.87 -1.39
C -1.09 -1.04 -4.13
C -0.82 -0.06 -5.07
C -1.12 -0.28 -6.40
C -1.70 -1.47 -6.82
C -1.96 -2.46 -5.89
C -1.65 -2.25 -4.56
H -4.57 -1.80 -3.23
H -5.79 -3.13 -4.93
H -5.98 0.08 -7.49
H -4.78 1.52 -5.91
H -2.50 2.11 1.52
H -4.31 3.60 2.30
H -6.67 3.06 1.78
H -7.21 1.03 0.47
H -5.40 -0.43 -0.34
H -3.48 -2.82 -1.30
H -4.03 -5.02 -0.29
H -3.88 -5.32 2.17
H -3.11 -3.45 3.59
H -2.45 -1.31 2.57
H 1.54 -0.22 -3.09
H 3.09 1.69 -2.79
H 2.29 3.75 -1.66
H 0.01 3.80 -0.68
H -1.50 1.96 -0.90
H -0.38 0.88 -4.77
H -0.92 0.51 -7.12
H -1.96 -1.62 -7.86
H -2.41 -3.40 -6.19
H -1.88 -3.02 -3.83
N -0.37 3.24 2.40
C 0.89 2.91 3.05
C 1.40 3.96 4.04
C 1.72 5.39 3.58
C 2.96 5.58 2.70
N 4.07 4.73 3.12
C 4.99 4.99 3.99
N 5.12 6.20 4.58
N 5.87 4.03 4.32
C 1.94 2.36 2.07
O 3.16 2.48 2.35
O 1.52 1.74 1.07
H -0.32 4.12 1.91
H -1.11 3.32 3.09
H 0.71 2.00 3.64
H 2.25 3.54 4.58
H 0.61 4.07 4.79
H 1.85 5.99 4.49
H 0.86 5.82 3.06
H 3.26 6.63 2.65
H 2.76 5.27 1.67
H 3.87 3.73 2.77
H 4.56 6.98 4.26
H 5.95 6.42 5.09
H 5.68 3.07 4.05
H 6.46 4.16 5.13
Br 0.78 -0.76 2.96
C 0.66 -5.66 2.67
C 0.28 -4.24 2.28
P 0.97 -3.58 0.70
C 0.55 -5.00 -0.43
C 0.29 -4.57 -1.87
C 2.78 -3.84 0.90
C 3.54 -3.42 -0.34
H 0.12 -5.97 3.57
H 1.72 -5.75 2.90
H 0.43 -6.39 1.90
H 0.59 -3.53 3.05
H -0.80 -4.14 2.19
H -0.34 -5.48 -0.03
H 1.35 -5.74 -0.39
H -0.64 -4.01 -1.94
H 0.21 -5.44 -2.53
H 1.08 -3.93 -2.27
H 2.98 -4.90 1.11
H 3.10 -3.26 1.77
H 3.32 -4.08 -1.18
H 4.62 -3.45 -0.18
H 3.30 -2.40 -0.65
Cl 5.55 0.64 4.43
C 5.36 0.49 2.70
C 6.25 1.13 1.86
C 6.01 1.05 0.50
C 4.90 0.34 0.07
N 4.07 -0.30 0.89
C 4.29 -0.23 2.19
H 7.10 1.67 2.26
H 6.67 1.52 -0.22
H 4.68 0.27 -0.99
H 3.58 -0.73 2.85
*
```

=====

2.
Below is 2 unconnected molecules or ions with the total composition C2H8NOS, with properties calculated with wB97M-V/def2-TZVPD.

Summary:
Energy above the lowest of the compared OMol25 structures with the same formula, charge and spin, eV: 1.112
HOMO energy, Eh: -0.1024
Molar mass, g/mol: 94.16
Orbital gap, eV: 6.94
DFT total energy, Ha: -609.18312

Geometry as ORCA input:
```
! wB97M-V def2-TZVPD RIJCOSX def2/J DEFGRID3
* xyz -1 1
C 1.39 -1.53 0.38
S -0.42 -1.83 0.13
H 1.46 -0.51 0.78
H 1.88 -2.41 0.78
H 1.81 -1.39 -0.63
N 0.55 2.11 -1.18
C -0.26 1.96 0.16
O -1.23 1.03 0.19
H 0.41 1.19 -1.58
H 1.48 2.26 -0.80
H 0.57 1.75 0.86
H -0.68 2.93 0.42
H -1.00 0.03 0.00
*
```